# C4H16N2O2

A cluster of 3 separate species, C4H16N2O2 in total at a distorted geometry (ωB97M-V/def2-TZVPD, the OMol25 dataset).

Its HOMO-LUMO gap is 9.76 eV. The largest force on an atom comes out at 0.103 hartree/bohr. For the total energy, the calculation gives -11481.502 eV. The highest occupied orbital energy is -8.95 eV.

```
24
Properties=species:S:1:pos:R:3:nbo_charge:R:1
C 0.0631 -2.0397 -1.3186 -0.6303
C 1.4289 -1.5534 -0.8528 -0.4073
C 1.5694 0.0013 -0.8325 -0.2014
N 0.3695 0.5912 -0.1554 -0.7003
C 0.0803 1.9979 0.0243 -0.0483
N -0.8223 2.6551 1.0083 -0.8256
H -0.4367 -1.4446 -2.1553 0.2104
H -0.5794 -1.9806 -0.3920 0.2173
H 0.0237 -3.1058 -1.5233 0.2219
H 1.5906 -1.9953 0.1454 0.2041
H 2.3427 -1.9210 -1.4404 0.2042
H 1.4330 0.3852 -1.9546 0.1559
H 2.5573 0.3752 -0.5424 0.2125
H -0.4560 0.3171 -0.5804 0.3811
H 1.0985 2.5597 0.2083 0.1614
H -0.2513 2.4827 -0.9069 0.1599
H -1.7411 2.5617 0.7168 0.3509
H -0.7794 2.4120 1.9611 0.3594
O -2.5461 -0.1329 0.2176 -0.9790
H -1.9897 -0.5643 0.9086 0.5017
H -3.3303 0.2826 0.6294 0.4788
O -0.2687 -0.7477 2.3394 -0.9854
H 0.0997 -0.1516 1.6823 0.4896
H 0.5444 -0.9849 2.8131 0.4685
```

---

# C4H16N2O2

A cluster of 3 separate species, C4H16N2O2 in total at a distorted geometry (ωB97M-V/def2-TZVPD, the OMol25 dataset).

Its HOMO-LUMO gap is 9.07 eV. The largest force on an atom comes out at 0.036 hartree/bohr. For the total energy, the calculation gives -11481.909 eV. The highest occupied orbital energy is -8.71 eV.

```
24
Properties=species:S:1:pos:R:3:nbo_charge:R:1
C -0.2608 -1.1031 1.9825 -0.6334
C -1.4503 -1.5503 1.1598 -0.4081
C -1.8355 -0.6147 -0.0260 -0.2048
N -1.7530 0.7928 0.3241 -0.6431
C -1.6469 1.7318 -0.7644 -0.0365
N -2.7996 1.7982 -1.6365 -0.9045
H -0.4151 -1.2358 3.0550 0.2090
H 0.1134 -0.0903 1.8661 0.2301
H 0.5299 -1.8495 1.8155 0.2009
H -1.3409 -2.5183 0.6643 0.2047
H -2.3673 -1.6423 1.7391 0.1927
H -2.8512 -0.8956 -0.3197 0.1722
H -1.2181 -0.7834 -0.9087 0.1836
H -2.4792 1.0920 0.9671 0.3520
H -1.4116 2.6893 -0.3000 0.1600
H -0.8163 1.4402 -1.4028 0.1746
H -3.6971 1.9188 -1.2035 0.3680
H -2.7060 1.8942 -2.6271 0.3825
O 5.3985 -1.2980 0.9441 -0.9355
H 5.0839 -0.4664 1.3160 0.4669
H 4.6730 -1.9096 1.1428 0.4687
O 4.3140 1.0884 -2.9164 -0.9350
H 3.7796 0.8506 -2.1464 0.4659
H 5.1566 0.6608 -2.7250 0.4691
```

---

# C4H16N2O2

A cluster of 3 separate species, C4H16N2O2 in total at a distorted geometry (ωB97M-V/def2-TZVPD, the OMol25 dataset).

Its HOMO-LUMO gap is 9.00 eV. The largest force on an atom comes out at 0.051 hartree/bohr. For the total energy, the calculation gives -11481.474 eV. The highest occupied orbital energy is -8.59 eV.

```
24
Properties=species:S:1:pos:R:3:nbo_charge:R:1
C -1.9478 -1.3812 1.4763 -0.4397
N -1.3613 -0.3350 0.6541 -0.6266
C -0.1816 -0.7280 -0.1067 -0.2273
C 0.8798 -1.4709 0.7132 -0.0689
C 1.0551 -2.9298 0.1527 -0.6149
N 2.2374 -0.8824 0.6441 -0.8446
H -3.0482 -1.3631 1.3713 0.1899
H -1.7652 -2.4375 1.2458 0.1947
H -1.7628 -1.2842 2.5494 0.1829
H -1.1788 0.3812 1.3423 0.3606
H -0.4678 -1.3090 -0.9936 0.1887
H 0.2341 0.1797 -0.5438 0.2006
H 0.6467 -1.5403 1.7748 0.1830
H 1.8063 -3.4789 0.7250 0.2077
H 1.5213 -2.8202 -0.8300 0.1981
H 0.0951 -3.4060 0.0373 0.2061
H 2.2682 -0.0718 0.0374 0.3556
H 2.9431 -1.5283 0.3139 0.3534
O -0.7259 2.9455 -4.1138 -0.9205
H -0.9747 3.2613 -3.2130 0.4588
H -1.4538 2.2877 -4.1096 0.4617
O 0.3005 3.5590 1.1151 -0.9274
H -0.3349 4.1009 1.6264 0.4646
H 0.4045 4.1646 0.3614 0.4635
```

---

# C4H16N2O2

A cluster of 3 separate species, C4H16N2O2 in total at a distorted geometry (ωB97M-V/def2-TZVPD, the OMol25 dataset).

Its HOMO-LUMO gap is 9.21 eV. The largest force on an atom comes out at 0.069 hartree/bohr. For the total energy, the calculation gives -11480.624 eV. The highest occupied orbital energy is -8.53 eV.

```
24
Properties=species:S:1:pos:R:3:nbo_charge:R:1
C -0.3225 -1.7193 -2.3782 -0.4309
N -1.1169 -0.7511 -1.5884 -0.6429
C -0.5726 -0.7409 -0.2032 -0.2574
C 0.6020 0.3101 -0.1547 -0.2528
N 0.3099 1.2703 0.9065 -0.6507
C 1.4571 2.1114 1.2247 -0.4226
H -0.9537 -2.6209 -2.4612 0.1857
H 0.7031 -1.8668 -2.0666 0.2076
H -0.4295 -1.3475 -3.4077 0.1985
H -2.1071 -1.0125 -1.4877 0.3534
H -1.3657 -0.8047 0.5220 0.1896
H -0.0097 -1.6946 0.0588 0.1655
H 1.5191 -0.2637 -0.1500 0.2286
H 0.4776 0.7961 -1.1372 0.1778
H -0.4311 1.8314 0.4916 0.3752
H 1.9008 1.7793 2.1567 0.1897
H 2.2759 2.1390 0.4848 0.1759
H 1.1907 3.1066 1.5227 0.1956
O 1.8089 -1.2494 1.6158 -0.9417
H 0.8967 -1.2038 1.9222 0.4778
H 2.1045 -2.1515 1.7784 0.4729
O -2.7233 1.6972 0.6475 -0.9448
H -2.6708 1.4715 1.5789 0.4769
H -2.5433 0.9137 0.1242 0.4728
```

---

# C4H16N2O3

A cluster of 3 separate species, C4H16N2O3 in total (ωB97M-V/def2-TZVPD, the OMol25 dataset).

Its HOMO-LUMO gap is 9.42 eV. The largest force on an atom comes out at 0.016 hartree/bohr. For the total energy, the calculation gives -13529.915 eV. The highest occupied orbital energy is -8.97 eV.

```
25
Properties=species:S:1:pos:R:3:nbo_charge:R:1
C 1.1344 0.4683 2.1349 -0.4164
N 1.0672 -0.5634 1.0988 -0.6180
C -0.0967 -0.4534 0.2294 -0.1012
C 0.0970 0.5852 -0.8929 -0.2371
N -1.1883 0.8842 -1.5317 -0.8647
C -0.3738 -1.8352 -0.3604 -0.0584
O -1.6585 -1.8969 -1.0058 -0.7612
H 1.1530 1.4942 1.7453 0.1627
H 2.0265 0.2994 2.7356 0.1992
H 0.2729 0.3535 2.7877 0.2029
H 1.9212 -0.5458 0.5546 0.3427
H -0.9721 -0.1898 0.8272 0.2084
H 0.7664 0.1615 -1.6442 0.1925
H 0.5890 1.4657 -0.4705 0.1844
H -1.0666 1.4116 -2.3869 0.3693
H -1.7799 1.4322 -0.9191 0.3631
H -0.4095 -2.5687 0.4406 0.1931
H 0.3909 -2.1207 -1.0908 0.1584
H -1.7149 -1.1100 -1.5764 0.4953
O -3.6410 -0.7872 0.6641 -0.9661
H -2.9925 -1.3860 0.2442 0.4926
H -3.8304 -0.1520 -0.0304 0.4561
O 3.1979 1.5884 -0.8164 -0.9369
H 3.2583 1.1703 0.0474 0.4652
H 3.8494 2.2947 -0.7844 0.4739
```

---

# C4H16N2O5

A cluster of 4 separate species, C4H16N2O5 in total at a distorted geometry (ωB97M-V/def2-TZVPD, the OMol25 dataset).

Its HOMO-LUMO gap is 9.43 eV. The largest force on an atom comes out at 0.056 hartree/bohr. For the total energy, the calculation gives -17623.681 eV. The highest occupied orbital energy is -9.04 eV.

```
27
Properties=species:S:1:pos:R:3:nbo_charge:R:1
N 0.4102 1.5953 1.7149 -0.8298
C 0.2168 0.5194 0.7408 -0.1074
C 1.4514 0.4695 -0.1660 -0.0714
O 2.4633 -0.2055 0.5794 -0.7653
C -0.8892 1.0723 -0.1323 -0.2555
N -1.6023 0.1875 -1.0702 -0.6557
C -2.6108 0.8519 -1.7423 0.5208
O -2.9784 1.9339 -1.3348 -0.6120
H 1.2818 2.1168 1.5078 0.3480
H 0.6401 1.2226 2.6271 0.3698
H 0.0576 -0.5367 1.0598 0.2273
H 1.4011 -0.2165 -1.0176 0.1800
H 1.7090 1.5193 -0.4602 0.1701
H 3.0375 0.2606 1.1674 0.4797
H -1.6505 1.6157 0.4819 0.2249
H -0.5540 2.0252 -0.6047 0.2029
H -1.4765 -0.8358 -1.0964 0.4355
H -2.8682 0.1995 -2.5842 0.1185
O -0.8034 -2.4929 -1.4896 -0.9453
H -0.1071 -2.7551 -0.8711 0.4829
H -0.9827 -3.3642 -1.8786 0.4847
O -1.8250 -0.6199 2.7985 -0.9363
H -2.6872 -1.0284 2.9065 0.4674
H -2.1130 0.2847 2.6897 0.4720
O 3.3940 -1.6728 -1.4817 -0.9308
H 2.8952 -0.8032 -1.3128 0.4642
H 4.1902 -1.3430 -1.0314 0.4609
```